Record 1
This record from the Open Molecules 2025 dataset describes a single C6H12N2O3 molecule in a non-equilibrium geometry. The level of theory is ωB97M-V/def2-TZVPD.

Results
* energy relative to the best compared isomer or geometry (same formula, charge and spin): 104.82 kJ/mol
* structure (SMILES): C[C@H](N)C(=O)N[C@@H](C)C(=O)O
* electronic energy: -15539.413 eV

```
! wB97M-V def2-TZVPD RIJCOSX def2/J DEFGRID3
* xyz 0 1
C -0.2193 1.2184 -2.3645
C -0.5677 0.5403 -1.0084
N -1.8995 0.7331 -0.4533
C 0.3565 1.2942 -0.0511
O 0.7196 2.4683 -0.2141
N 0.8393 0.6768 1.0753
C 0.6727 -0.6379 1.6250
C -0.8331 -1.0972 1.6637
C 1.3798 -1.7399 0.7963
O 1.5047 -2.8587 1.2232
O 1.9305 -1.3155 -0.3588
H -0.3522 2.2790 -2.2498
H -0.7649 0.8766 -3.2863
H 0.8077 1.1028 -2.5453
H -0.3980 -0.5346 -0.9996
H -2.0067 1.6131 0.0233
H -2.6673 0.5516 -1.0891
H 1.6205 1.1627 1.4716
H 1.1244 -0.7767 2.5902
H -1.3650 -0.4549 2.3711
H -0.8550 -2.1477 1.8955
H -1.3862 -0.8522 0.6682
H 2.3592 -2.1017 -0.7832
*
```

=====

Record 2
This record from the Open Molecules 2025 dataset describes a single C6H12N2O4 molecule in a non-equilibrium geometry. The level of theory is ωB97M-V/def2-TZVPD.

Results
* energy relative to the best compared isomer or geometry (same formula, charge and spin): 244.30 kJ/mol
* structure (SMILES): C[C@H](NC(=O)[C@@H](N)CO)C(=O)O
* electronic energy: -17585.179 eV

```
! wB97M-V def2-TZVPD RIJCOSX def2/J DEFGRID3
* xyz 0 1
C -2.0134 -1.5950 0.8172
C -1.6155 -0.5204 -0.1032
N -0.3653 0.1423 0.1073
C 0.7380 -0.6005 -0.2568
O 0.5945 -1.6973 -0.8431
C 2.0479 -0.1253 0.2352
N 3.3512 -0.8171 -0.1432
C 2.2953 1.3823 -0.1822
O 1.4662 2.2640 0.6065
C -2.6455 0.6458 -0.2702
O -2.1961 1.8718 -0.5891
O -4.0238 0.2203 -0.1029
H -2.9275 -2.1275 0.4891
H -2.3194 -1.2116 1.7666
H -1.2116 -2.2564 1.0860
H -1.6166 -0.8784 -1.1893
H -0.2604 1.1316 0.3724
H 2.0418 -0.0724 1.3071
H 3.2342 -1.8422 -0.0364
H 3.4757 -0.8450 -1.2274
H 2.1691 1.3689 -1.2653
H 3.3387 1.5493 0.0892
H 0.9842 2.9748 -0.1147
H -4.5418 1.0382 -0.5525
*
```

=====

Record 3
This record from the Open Molecules 2025 dataset describes 2 unconnected molecules or ions with the total composition C6H12N2OS2 in a non-equilibrium geometry. The level of theory is ωB97M-V/def2-TZVPD.

Results
* energy relative to the best compared isomer or geometry (same formula, charge and spin): 487.02 kJ/mol
* electronic energy: -33089.385 eV

```
! wB97M-V def2-TZVPD RIJCOSX def2/J DEFGRID3
* xyz 2 1
C 2.3227 3.0675 0.3093
C 1.2381 2.3415 0.1173
C 0.2803 0.0586 0.1834
C 0.2969 -1.3256 -0.1374
C 1.3416 0.8642 0.0127
C -0.5787 -2.2277 0.3636
N 2.5101 0.2104 -0.6518
N -0.3844 -3.6669 0.4638
O -4.7621 0.8682 0.3433
S -5.6421 1.2994 -0.9875
S -4.1695 -0.6101 0.6690
H 2.3030 4.2064 0.2560
H 3.2434 2.5365 0.3365
H 0.2979 2.7073 -0.0723
H -0.6523 0.4489 0.7056
H 1.1325 -1.7549 -0.6223
H 2.9788 1.1311 -0.9280
H 2.3145 -0.3870 -1.4381
H 3.2411 -0.2157 -0.0817
H 0.2774 -3.8179 1.1706
H -1.3712 -4.0131 0.6191
H -0.0492 -4.0355 -0.3451
H -6.1687 2.3146 -0.2859
*
```

=====

Record 4
This record from the Open Molecules 2025 dataset describes a gas-phase ion, C6H12N2P (charge +1) in a non-equilibrium geometry. The level of theory is ωB97M-V/def2-TZVPD.

Results
* energy relative to the best compared isomer or geometry (same formula, charge and spin): 304.79 kJ/mol
* structure (SMILES): C/N=C(\C)C(C)=[N+]=PC
* electronic energy: -18675.733 eV

```
! wB97M-V def2-TZVPD RIJCOSX def2/J DEFGRID3
* xyz 1 1
C -1.6876 -2.5421 -1.0249
N -0.6931 -1.5535 -0.8507
C -0.2707 -1.1642 0.2218
C -0.3886 -1.4588 1.6478
C 0.7519 0.2072 -0.0616
C 1.3811 -0.0308 -1.4206
N 0.9917 1.3661 0.3314
P 1.7468 2.7486 0.8083
C 0.3093 3.8489 0.7236
H -1.5358 -3.4514 -0.4953
H -1.8003 -2.9344 -2.0286
H -2.5851 -2.1619 -0.5897
H 0.1788 -0.7588 2.1673
H -0.0522 -2.4088 1.8977
H -1.4581 -1.6485 1.9137
H 1.9528 0.8585 -1.6657
H 0.7995 -0.2571 -2.2438
H 2.1447 -0.8411 -1.2982
H 0.3489 4.4117 1.6136
H -0.5211 3.2098 0.5295
H 0.3870 4.5605 -0.1757
*
```

=====

Record 5
This record from the Open Molecules 2025 dataset describes 2 unconnected molecules or ions with the total composition C6H12N2S in a non-equilibrium geometry. The level of theory is ωB97M-V/def2-TZVPD.

Results
* energy relative to the best compared isomer or geometry (same formula, charge and spin): 79.28 kJ/mol
* structure (SMILES): Cc1c[nH]cn1.CSC
* electronic energy: -20231.344 eV

```
! wB97M-V def2-TZVPD RIJCOSX def2/J DEFGRID3
* xyz 0 1
C -2.2328 1.1785 0.1940
C -1.9912 -0.0746 -0.5578
C -2.2157 -1.4046 -0.2776
N -1.5206 -2.0949 -1.2570
C -0.8791 -1.1778 -2.0186
N -1.1996 0.0458 -1.6830
H -1.3220 1.7779 0.1205
H -2.3799 1.1394 1.2773
H -3.0880 1.6853 -0.2776
H -2.7074 -1.7804 0.6051
H -1.3784 -3.0877 -1.3084
H -0.1460 -1.4257 -2.7752
C 1.7553 1.7511 1.6177
S 3.2527 0.7791 1.4173
C 2.9314 -0.5227 0.2318
H 1.4178 2.2924 0.7308
H 1.0489 0.9121 1.7310
H 1.9008 2.3733 2.4893
H 3.7878 -1.1935 0.1541
H 2.8994 0.0034 -0.7309
H 2.0667 -1.1764 0.3172
*
```

=====

Record 6
This record from the Open Molecules 2025 dataset describes a gas-phase ion, C6H12N3 (charge +1) in a non-equilibrium geometry. The level of theory is ωB97M-V/def2-TZVPD.

Results
* energy relative to the best compared isomer or geometry (same formula, charge and spin): 661.65 kJ/mol
* structure (SMILES): CC[C@]1(C)CCN=[N+]=N1
* electronic energy: -10874.460 eV

```
! wB97M-V def2-TZVPD RIJCOSX def2/J DEFGRID3
* xyz 1 1
C 1.9483 1.3153 -0.7474
C 0.5296 1.5496 -0.2332
C -0.1829 0.2651 0.1388
C 0.1766 -0.0844 1.5833
C -0.3079 -0.9958 -0.7016
C -1.5103 -1.9474 -0.2915
N -2.5067 -1.1429 0.4355
N -2.3969 -0.0583 0.0421
N -1.6794 0.8595 -0.1318
H 2.1545 0.8183 -1.7686
H 2.4613 0.6330 -0.0147
H 2.5125 2.1744 -0.7620
H 0.6406 2.0797 0.7799
H 0.1079 2.0958 -1.0188
H 1.2074 0.3318 1.8143
H 0.3011 -1.0972 1.5224
H -0.5882 0.2458 2.2620
H 0.6762 -1.2782 -0.4579
H -0.3076 -0.8019 -1.7512
H -1.9239 -2.2621 -1.2504
H -1.3124 -2.7003 0.5504
*
```